Entry 1:
C43H54ClN7O3PmTe | ωB97M-V/def2-TZVPD

Calculated values
<S²> = 8.762
Multiplicity = 6
HOMO-LUMO gap (alpha / beta) = 6.566 / 7.105 eV
Molar mass = 1025.00 u
Strongest force on any atom = 1.41 eV Å⁻¹
E = -98414.071 eV

Each line ends with the Mulliken spin population.
Cartesian coordinates (Å):
Pm 0.285 0.052 -2.367  4.000
N -0.675 2.517 -3.481  -0.001
C -1.117 2.523 -4.875  0.001
C 0.046 2.041 -5.728  0.000
N 0.440 0.721 -5.237  0.000
H -1.467 2.697 -2.877  0.000
H -0.002 3.261 -3.336  0.001
H -1.450 3.508 -5.219  0.000
H -1.950 1.823 -4.973  0.000
H 0.891 2.720 -5.594  0.000
H -0.234 2.043 -6.786  0.000
H 1.377 0.476 -5.531  0.001
H -0.188 0.015 -5.607  -0.001
C 0.094 -5.535 -0.621  0.000
C -0.811 -4.400 -0.180  0.000
N -0.125 -3.125 -0.340  -0.001
C 1.202 -2.950 -0.618  -0.009
N 1.615 -1.745 -0.910  0.002
C 3.063 -1.552 -0.976  0.003
C 3.768 -2.760 -1.574  0.000
C 3.438 -3.971 -0.726  0.000
N 2.009 -4.039 -0.468  0.000
C 1.465 -5.308 -0.011  0.000
H 0.179 -5.534 -1.707  0.000
H -0.308 -6.498 -0.306  0.000
H -1.092 -4.533 0.871  0.000
H -1.721 -4.392 -0.778  0.000
H -0.691 -2.324 -0.559  0.006
H 3.449 -1.353 0.032  -0.002
H 3.259 -0.673 -1.590  0.001
H 4.848 -2.608 -1.605  0.000
H 3.410 -2.902 -2.593  0.000
H 3.985 -3.920 0.223  0.000
H 3.741 -4.892 -1.232  0.000
H 1.388 -5.320 1.083  0.000
H 2.156 -6.097 -0.309  0.000
C 4.185 4.293 5.670  0.001
C 3.091 3.809 4.758  0.015
C 2.432 4.674 3.898  -0.002
C 1.448 4.229 3.019  -0.032
C 0.776 5.234 2.118  0.008
C 1.103 2.870 3.022  0.206
Te -0.298 2.188 1.391  0.428
N -0.673 0.736 -0.268  0.312
C -1.770 0.966 -0.948  -0.021
O -1.983 0.332 -2.045  0.015
C -2.825 1.956 -0.512  0.010
C -4.025 1.493 0.011  0.003
C -5.017 2.384 0.393  0.000
C -4.821 3.749 0.248  0.001
C -3.631 4.221 -0.285  -0.010
C -2.637 3.331 -0.666  0.000
C -1.635 1.221 2.762  0.092
C -1.808 -0.166 2.837  -0.033
C -1.078 -1.151 1.961  -0.005
C -2.731 -0.687 3.743  -0.004
C -3.495 0.125 4.563  0.000
C -4.461 -0.444 5.566  0.001
C -3.327 1.500 4.457  0.002
C -2.414 2.062 3.576  -0.047
C -2.282 3.560 3.544  0.026
C 1.760 1.981 3.881  -0.064
C 1.419 0.515 3.901  0.029
C 2.737 2.466 4.744  0.003
H 4.259 5.380 5.659  0.000
H 5.147 3.881 5.358  0.001
H 4.008 3.968 6.696  0.000
H 2.685 5.729 3.914  0.003
H 1.107 6.244 2.359  0.000
H -0.309 5.194 2.230  -0.002
H 1.010 5.039 1.072  -0.001
H -4.178 0.426 0.122  0.001
H -5.949 2.010 0.799  0.000
H -5.596 4.446 0.541  0.000
H -3.465 5.286 -0.397  0.000
H -1.715 3.710 -1.088  0.006
H -0.153 -0.751 1.558  0.032
H -1.710 -1.413 1.108  -0.001
H -0.861 -2.068 2.511  0.002
H -2.846 -1.764 3.813  0.000
H -4.702 -1.482 5.343  0.000
H -5.386 0.132 5.582  0.000
H -4.030 -0.406 6.569  0.000
H -3.926 2.155 5.082  -0.001
H -3.030 4.022 4.188  0.000
H -2.419 3.941 2.531  -0.019
H -1.292 3.862 3.895  -0.009
H 0.548 0.330 4.533  0.000
H 2.253 -0.076 4.284  0.002
H 1.180 0.179 2.894  0.019
H 3.236 1.776 5.418  -0.002
Cl 1.343 3.246 -1.244  0.011
C 2.143 1.648 -1.683  0.020
H 2.978 1.973 -2.313  0.001
H 2.597 1.368 -0.724  0.004
O -1.899 -3.580 -3.282  0.000
C -0.778 -3.289 -3.635  0.000
N -0.162 -2.065 -3.456  0.002
C 1.103 -2.138 -3.921  -0.001
O 1.896 -1.185 -3.865  -0.002
C 1.369 -3.486 -4.497  -0.001
C 2.478 -4.046 -5.099  0.000
C 2.373 -5.360 -5.546  0.000
C 1.194 -6.079 -5.385  0.000
C 0.082 -5.507 -4.772  0.000
C 0.192 -4.205 -4.334  0.000
H 3.392 -3.478 -5.222  0.000
H 3.221 -5.826 -6.031  0.000
H 1.137 -7.098 -5.748  0.000
H -0.841 -6.058 -4.644  0.000

***

Entry 2:
C43H55BBrN3O4Sr | ωB97M-V/def2-TZVPD

Calculated values
HOMO-LUMO gap = 5.267 eV
Molar mass = 856.27 u
Strongest force on any atom = 4.17 eV Å⁻¹
E = -129703.885 eV
Energy relative to the best compared isomer or geometry (same formula, charge and spin) = 424.2 kJ/mol
Charge = -2

Each line ends with the Löwdin charge.
Cartesian coordinates (Å):
Sr -0.557 1.662 -0.066  1.267
C 0.643 1.196 2.435  -0.249
C -0.398 2.050 2.531  -0.300
C -0.085 3.317 1.820  -0.330
C 1.251 3.045 1.222  -0.303
C 1.681 1.820 1.603  -0.248
C 3.005 1.186 1.286  -0.006
C 2.073 4.059 0.482  -0.014
C 0.216 4.340 2.992  -0.005
C -1.618 1.855 3.383  -0.017
C 0.801 -0.133 3.115  -0.023
H 2.877 0.146 0.972  0.062
H 3.664 1.198 2.157  0.086
H 3.511 1.708 0.474  0.080
H 2.312 3.712 -0.533  0.081
H 3.025 4.247 0.981  0.084
H 1.553 5.001 0.351  0.068
H -0.662 4.503 3.612  0.080
H 0.517 5.305 2.601  0.075
H 1.012 3.952 3.627  0.094
H -2.232 2.747 3.429  0.079
H -1.368 1.533 4.394  0.085
H -2.265 1.094 2.940  0.075
H 1.077 -0.906 2.390  0.065
H -0.128 -0.446 3.591  0.060
H 1.578 -0.086 3.884  0.086
O -0.050 5.814 -3.463  0.092
C 0.251 4.892 -2.516  -0.450
O 1.023 4.003 -2.756  0.081
C -0.411 5.143 -1.199  -0.286
C -0.459 6.439 -0.737  -0.082
C -1.082 6.607 0.537  -0.113
C -1.507 5.543 1.238  -0.075
C -1.320 4.121 0.746  -0.286
N -0.863 4.044 -0.589  -0.005
C -2.671 3.346 0.995  -0.660
O -3.587 3.998 1.518  -0.007
O -2.740 2.121 0.696  -0.191
H 0.439 5.523 -4.246  0.113
H -0.136 7.268 -1.345  0.081
H -1.251 7.605 0.923  0.088
H -2.042 5.668 2.159  0.096
Br -2.048 1.225 -2.939  -0.248
C 1.701 -0.993 -4.399  -0.059
C 1.611 -0.305 -3.032  -0.379
C 1.671 1.217 -3.173  -0.102
C 2.679 -0.829 -2.089  -0.118
C 4.010 -0.478 -2.298  -0.044
C 5.027 -0.978 -1.499  -0.095
C 4.713 -1.835 -0.459  -0.065
C 3.393 -2.195 -0.196  -0.146
C 3.102 -3.121 0.978  -0.367
C 3.715 -2.610 2.287  -0.067
C 3.602 -4.543 0.700  -0.069
C 2.368 -1.700 -1.027  -0.134
N 1.031 -2.124 -0.836  -0.019
B -0.170 -1.317 -0.455  -0.318
N -1.167 -2.417 -0.456  -0.023
C -0.602 -3.641 -0.831  -0.114
C 0.713 -3.471 -1.056  -0.096
C -2.571 -2.371 -0.234  -0.119
C -3.443 -2.523 -1.321  -0.117
C -4.816 -2.463 -1.091  -0.043
C -5.318 -2.242 0.177  -0.087
C -4.446 -2.093 1.245  -0.045
C -3.066 -2.170 1.068  -0.101
C -2.121 -1.991 2.251  -0.356
C -1.138 -3.165 2.415  -0.056
C -2.848 -1.777 3.577  -0.100
C -2.935 -2.737 -2.737  -0.364
C -3.683 -1.885 -3.770  -0.113
C -3.039 -4.216 -3.143  -0.074
H 0.853 -0.679 -5.021  0.079
H 1.669 -2.083 -4.295  0.074
H 2.632 -0.726 -4.917  0.069
H 0.632 -0.537 -2.605  0.070
H 2.615 1.563 -3.611  0.074
H 1.567 1.699 -2.208  0.046
H 0.839 1.574 -3.786  0.039
H 4.254 0.194 -3.114  0.104
H 6.058 -0.698 -1.685  0.089
H 5.508 -2.222 0.173  0.099
H 2.021 -3.161 1.100  0.112
H 4.808 -2.561 2.222  0.068
H 3.459 -3.284 3.112  0.076
H 3.353 -1.613 2.541  0.055
H 4.695 -4.557 0.616  0.073
H 3.187 -4.932 -0.232  0.062
H 3.313 -5.219 1.512  0.074
H -1.177 -4.555 -0.888  0.105
H 1.448 -4.201 -1.374  0.102
H -5.502 -2.554 -1.930  0.101
H -6.389 -2.152 0.335  0.092
H -4.860 -1.893 2.224  0.090
H -1.527 -1.096 2.027  0.099
H -1.669 -4.123 2.365  0.086
H -0.647 -3.102 3.393  0.069
H -0.369 -3.163 1.643  0.048
H -3.491 -2.631 3.813  0.078
H -3.466 -0.875 3.576  0.073
H -2.116 -1.681 4.383  0.067
H -1.888 -2.423 -2.757  0.126
H -4.723 -2.223 -3.894  0.061
H -3.188 -1.984 -4.745  0.075
H -3.664 -0.827 -3.490  -0.025
H -4.096 -4.508 -3.203  0.072
H -2.550 -4.891 -2.437  0.051
H -2.589 -4.373 -4.131  0.073

***

Entry 3:
C43H55InNO5PS6Si | ωB97M-V/def2-TZVPD

Calculated values
HOMO-LUMO gap = 4.673 eV
Molar mass = 1032.19 u
Strongest force on any atom = 0.57 eV Å⁻¹
E = -144566.545 eV
Energy relative to the best compared isomer or geometry (same formula, charge and spin) = 368.0 kJ/mol

Each line ends with the Löwdin charge.
Cartesian coordinates (Å):
In 0.286 -0.775 -0.082  0.678
O -1.634 -3.063 0.649  0.194
C -2.661 -2.858 0.221  -0.086
C -4.068 -2.837 0.067  -0.229
C -4.864 -3.672 0.870  0.014
C -6.225 -3.570 0.710  -0.044
C -6.751 -2.664 -0.219  -0.020
C -5.940 -1.868 -1.012  -0.020
C -4.557 -1.963 -0.900  -0.252
P -3.157 -1.117 -1.790  1.083
C -3.138 -2.110 -3.322  -0.363
C -2.994 -1.493 -4.562  -0.121
C -2.873 -2.260 -5.710  -0.052
C -2.888 -3.646 -5.632  -0.075
C -3.024 -4.266 -4.399  -0.080
C -3.147 -3.500 -3.250  -0.091
C -3.969 0.459 -2.172  -0.388
C -3.555 1.584 -1.464  -0.099
C -4.209 2.793 -1.649  -0.082
C -5.257 2.890 -2.553  -0.083
C -5.655 1.775 -3.278  -0.080
C -5.015 0.560 -3.087  -0.123
H -4.419 -4.341 1.595  0.133
H -6.887 -4.175 1.313  0.116
H -7.825 -2.587 -0.321  0.118
H -6.379 -1.174 -1.714  0.107
H -2.943 -0.413 -4.626  0.043
H -2.749 -1.769 -6.666  0.114
H -2.785 -4.241 -6.530  0.106
H -3.027 -5.346 -4.329  0.103
H -3.242 -4.009 -2.297  0.095
H -2.703 1.531 -0.795  0.084
H -3.882 3.665 -1.096  0.112
H -5.757 3.839 -2.705  0.107
H -6.455 1.853 -4.002  0.108
H -5.314 -0.299 -3.675  0.110
O -0.580 1.707 0.320  -0.214
C 0.349 2.767 0.607  -0.226
C 0.536 3.705 -0.570  -0.147
C 1.188 3.114 -1.829  -0.136
C 2.474 2.380 -1.535  -0.282
C 3.659 3.025 -1.463  -0.049
C 4.963 2.528 -1.039  -0.101
C 5.276 1.409 -0.377  -0.090
C 4.298 0.335 0.027  -0.209
N 2.249 1.048 -1.277  0.006
H -0.721 1.258 1.174  -0.044
H 1.301 2.327 0.902  0.081
H -0.031 3.343 1.456  0.129
H 1.161 4.527 -0.209  0.120
H -0.433 4.138 -0.843  0.111
H 1.381 3.923 -2.536  0.122
H 0.490 2.423 -2.305  0.044
H 3.629 4.074 -1.734  0.103
H 5.786 3.203 -1.257  0.099
H 6.320 1.241 -0.134  0.105
H 4.868 -0.599 0.087  0.138
C 3.305 0.074 -1.116  -0.158
C 3.728 0.575 1.472  -0.480
C 4.675 -0.104 2.456  -0.012
C 3.633 2.058 1.825  -0.009
O 2.411 -0.027 1.593  -0.227
Si 1.595 -0.352 3.007  -0.164
S -0.414 -0.627 2.518  0.325
O 2.277 -1.633 3.774  -0.154
C 2.281 -3.046 3.568  -0.645
C 1.047 -3.642 4.237  -0.033
C 2.299 -3.379 2.080  -0.028
C 3.550 -3.558 4.237  -0.024
O 1.845 0.906 4.015  -0.163
C 1.690 1.051 5.433  -0.637
C 0.503 0.240 5.938  -0.041
C 2.982 0.594 6.101  -0.023
C 1.457 2.536 5.670  -0.027
H 3.899 -0.018 -2.032  0.138
H 1.463 0.701 -1.823  -0.015
H 2.820 -0.895 -0.965  0.065
H 5.688 0.269 2.292  0.098
H 4.675 -1.185 2.309  0.078
H 4.390 0.106 3.487  0.078
H 4.635 2.463 1.966  0.098
H 3.074 2.176 2.750  0.077
H 3.163 2.637 1.035  0.066
H 0.143 -3.213 3.804  0.053
H 1.059 -3.423 5.306  0.087
H 1.028 -4.726 4.106  0.087
H 1.357 -3.085 1.613  0.041
H 2.429 -4.453 1.933  0.094
H 3.117 -2.859 1.580  0.084
H 3.566 -3.252 5.284  0.087
H 4.433 -3.148 3.746  0.080
H 3.599 -4.648 4.191  0.088
H 0.662 -0.826 5.769  0.071
H -0.410 0.538 5.423  0.074
H 0.374 0.404 7.009  0.090
H 3.166 -0.457 5.877  0.076
H 2.920 0.721 7.183  0.089
H 3.823 1.183 5.731  0.088
H 0.541 2.855 5.171  0.088
H 2.289 3.115 5.268  0.085
H 1.368 2.747 6.737  0.087
C -1.905 3.478 -4.071  -0.374
S -2.437 2.176 -5.208  0.816
C -0.907 1.364 -5.482  -1.012
C -0.238 0.607 -4.581  -1.099
S -0.667 0.177 -2.961  0.491
S 1.304 0.002 -5.151  0.895
C 1.291 0.685 -6.745  -1.521
S 2.505 0.488 -7.832  0.509
S -0.132 1.615 -7.033  0.890
H -2.771 4.110 -3.880  0.028
H -1.113 4.071 -4.524  0.045
H -1.566 3.031 -3.137  0.003

***

Entry 4:
C43H55N4O | ωB97M-V/def2-TZVPD

Calculated values
HOMO-LUMO gap = 3.650 eV
Molar mass = 643.94 u
Strongest force on any atom = 2.82 eV Å⁻¹
E = -53483.531 eV
Energy relative to the best compared isomer or geometry (same formula, charge and spin) = 52.8 kJ/mol
Charge = +1

Each line ends with the Löwdin charge.
Cartesian coordinates (Å):
C 5.796 2.435 0.448  -0.052
O 5.166 1.271 1.029  -0.119
C 3.922 0.932 0.583  -0.312
C 3.053 1.890 0.030  -0.046
C 1.771 1.513 -0.313  -0.026
C 1.357 0.167 -0.204  -0.156
C 0.032 -0.176 -0.642  -0.140
N -0.240 -1.289 -1.416  0.014
C 0.695 -2.234 -1.964  -0.095
C 0.583 -3.570 -1.575  -0.129
C -0.515 -4.044 -0.617  -0.390
C 0.053 -4.631 0.673  -0.056
C -1.490 -4.975 -1.333  -0.053
C 1.497 -4.482 -2.103  -0.021
C 2.452 -4.086 -3.039  -0.045
C 2.511 -2.756 -3.453  -0.018
C 1.641 -1.810 -2.911  -0.117
C 1.639 -0.371 -3.431  -0.378
C 0.859 -0.253 -4.738  -0.044
C 3.044 0.219 -3.506  -0.059
N -1.574 -1.443 -1.591  0.184
N -2.117 -0.325 -1.068  -0.027
C -3.545 -0.114 -1.070  -0.098
C -4.330 -0.683 -0.060  -0.122
C -3.669 -1.516 1.036  -0.376
C -4.480 -2.756 1.414  -0.067
C -3.359 -0.650 2.251  -0.056
C -5.699 -0.419 -0.049  -0.023
C -6.281 0.363 -1.049  -0.049
C -5.487 0.889 -2.069  -0.024
C -4.111 0.665 -2.086  -0.125
C -3.235 1.257 -3.192  -0.382
C -3.258 2.781 -3.157  -0.060
C -3.587 0.683 -4.565  -0.059
C -1.161 0.501 -0.450  -0.267
C -1.471 1.674 0.211  -0.011
C 2.258 -0.793 0.338  0.008
C 3.512 -0.413 0.743  -0.003
H 6.830 2.338 0.776  0.097
H 5.729 2.432 -0.651  0.106
H 5.351 3.360 0.844  0.078
H 3.370 2.924 -0.098  0.106
H 1.063 2.243 -0.707  0.120
H -1.094 -3.158 -0.338  0.091
H 0.711 -3.901 1.162  0.071
H -0.765 -4.866 1.366  0.081
H 0.627 -5.548 0.483  0.081
H -1.882 -4.470 -2.224  0.086
H -0.999 -5.907 -1.642  0.082
H -2.335 -5.217 -0.678  0.080
H 1.446 -5.519 -1.772  0.118
H 3.147 -4.816 -3.452  0.111
H 3.232 -2.444 -4.209  0.117
H 1.100 0.224 -2.689  0.104
H -0.171 -0.606 -4.588  0.079
H 0.818 0.795 -5.063  0.084
H 1.322 -0.857 -5.530  0.088
H 3.560 0.080 -2.546  0.076
H 3.637 -0.246 -4.304  0.079
H 2.979 1.298 -3.698  0.085
H -2.719 -1.865 0.607  0.109
H -4.729 -3.335 0.516  0.087
H -3.887 -3.394 2.082  0.079
H -5.408 -2.483 1.931  0.075
H -2.708 0.186 1.966  0.053
H -4.288 -0.238 2.672  0.088
H -2.855 -1.242 3.023  0.079
H -6.312 -0.821 0.759  0.115
H -7.353 0.565 -1.029  0.110
H -5.934 1.497 -2.859  0.118
H -2.213 0.943 -2.960  0.115
H -2.962 3.124 -2.158  0.072
H -2.548 3.188 -3.886  0.081
H -4.259 3.171 -3.384  0.080
H -3.516 -0.411 -4.533  0.085
H -4.605 0.962 -4.865  0.080
H -2.883 1.053 -5.320  0.079
H -2.504 2.004 0.232  0.043
H -0.651 2.201 0.686  0.011
H 1.924 -1.827 0.452  0.116
H 4.204 -1.120 1.196  0.127
C 2.169 5.343 2.817  0.002
N 2.099 4.242 3.776  -0.138
C 1.684 4.598 5.132  -0.007
C 2.488 3.041 3.402  0.059
C 2.289 1.828 4.153  -0.171
C 1.184 1.648 5.032  -0.017
C 1.104 0.517 5.840  -0.046
C 2.056 -0.504 5.728  -0.030
C 3.098 -0.384 4.796  -0.043
C 3.220 0.766 4.027  0.000
H 1.743 6.223 3.303  0.098
H 3.207 5.547 2.519  0.112
H 1.596 5.099 1.912  0.111
H 1.934 5.656 5.263  0.103
H 0.598 4.488 5.256  0.108
H 2.199 3.995 5.890  0.116
H 3.101 3.016 2.489  0.141
H 0.398 2.401 5.075  0.110
H 0.288 0.434 6.561  0.119
H 1.984 -1.391 6.361  0.121
H 3.818 -1.195 4.680  0.120
H 4.042 0.881 3.311  0.111